This record from the Open Molecules 2025 dataset describes C52H138F3N12O14Sr as an isolated structure. The level of theory is wB97M-V/def2-TZVPD.

XYZ file:
```
220
Properties=species:S:1:pos:R:3:mulliken_charge:R:1
Sr -1.16722 -2.43815 2.33174 0.9738
C -0.66336 0.18541 -0.22040 0.3080
O 0.46895 -0.64661 -0.53487 3.1957
O -1.43195 -0.43293 0.68923 0.6210
C -0.31135 1.65571 0.09701 -0.0867
F 0.39258 1.75351 1.26802 -0.1524
F 0.40039 2.36357 -0.78749 -0.1913
F -1.43972 2.33246 0.38700 -0.0983
C 1.34098 -0.21490 -1.55408 -0.0697
C 2.31064 -1.35035 -1.84875 -2.0231
H 3.01524 -1.03458 -2.61776 0.9394
H 2.76513 -1.61570 -0.89436 0.9296
H 1.78090 -2.21522 -2.24847 -1.0604
H 1.91970 0.65574 -1.21896 0.0575
H 0.83787 0.12638 -2.46801 -0.0290
H -1.19132 0.24810 -1.18742 -1.4051
C 0.04790 -2.82393 -4.31000 0.5422
C -0.08090 -1.47974 -5.02107 -0.3915
C 0.34663 -0.31294 -4.12044 1.3746
O -0.16006 0.92084 -4.53452 -0.5840
C -0.04123 1.96955 -3.59874 0.4040
N 0.81521 -1.51314 -6.20143 -0.7720
H -0.71482 -2.78212 -3.52467 -0.2539
H 1.03636 -2.98198 -3.87210 -1.1904
H -0.13055 -3.66278 -4.97895 0.6955
H -1.11349 -1.31297 -5.32955 0.7985
H 1.40360 -0.21965 -3.83321 0.4521
H -0.10199 -0.54995 -3.12930 -0.7461
H -0.33762 2.90519 -4.06432 0.4375
H 0.92631 2.06080 -3.09661 0.1487
H -0.80058 1.74796 -2.83539 -0.8398
H 1.77133 -1.56494 -5.84577 0.0985
H 0.69622 -0.61625 -6.66376 0.4504
C -2.65960 3.54229 -2.32954 0.9265
C -2.64078 4.81641 -3.19348 0.3297
C -1.51367 5.73566 -2.72819 -0.6587
O -1.72030 6.09635 -1.37366 -0.2130
C -0.79112 7.11991 -0.99734 -0.9196
N -2.58126 4.42682 -4.58807 -0.5115
H -2.80609 3.78618 -1.27702 -0.7826
H -1.65520 3.11504 -2.40871 -1.4426
H -3.40529 2.78868 -2.58647 0.8103
H -3.62264 5.28336 -3.03070 0.2842
H -1.53525 6.62657 -3.36686 0.4313
H -0.55580 5.20311 -2.74994 0.2304
H -1.13043 8.08153 -1.39040 0.4175
H 0.24593 6.94062 -1.28391 0.3791
H -0.83545 7.23807 0.08457 0.2066
H -2.37115 5.18832 -5.21953 0.2254
H -3.41738 3.95879 -4.90068 0.2174
C 3.24233 -4.48691 -2.34515 -0.1306
C 3.42801 -5.88752 -2.94108 0.0392
C 2.17583 -6.25115 -3.75718 -0.8425
O 1.07131 -6.26252 -2.89953 -0.2427
C -0.08255 -6.75715 -3.54013 -0.8273
N 4.61662 -5.83551 -3.79365 -0.5431
H 2.96909 -3.81443 -3.16063 -0.6392
H 4.06805 -4.05362 -1.78174 0.5112
H 2.37488 -4.56798 -1.68056 0.0986
H 3.46981 -6.58212 -2.09021 0.3638
H 2.34621 -7.23946 -4.20288 0.4952
H 2.16353 -5.50588 -4.56399 0.2518
H -0.83024 -6.94716 -2.77172 0.2400
H 0.04751 -7.71350 -4.06342 0.4316
H -0.46510 -6.11485 -4.33961 0.2531
H 5.41108 -5.78657 -3.16028 0.2858
H 4.64255 -6.78061 -4.18401 0.2422
C -0.86164 1.31497 4.67088 -0.1745
C -2.11733 0.48954 4.99580 -0.4578
C -3.39490 1.32377 5.05585 -0.9492
O -4.53191 0.47310 4.94995 -0.3555
C -5.69670 1.02208 5.55241 -0.9906
N -2.26474 -0.56951 3.94138 0.6672
H -0.01577 0.65551 4.87493 -0.3204
H -0.82696 2.27133 5.18564 0.6422
H -0.79150 1.45477 3.58753 -0.1744
H -1.91922 -0.00115 5.95163 0.4722
H -3.44129 2.02916 4.21677 0.2287
H -3.48211 1.89336 5.98501 0.6571
H -5.57787 0.85361 6.62831 0.3920
H -6.59458 0.48614 5.25413 0.2564
H -5.79828 2.08593 5.33408 0.3672
H -3.22491 -0.86912 4.14942 0.0832
H -2.49371 0.00843 3.12006 -0.3207
C -5.48556 -4.00392 1.15352 -1.3043
C -3.97488 -3.80519 1.35852 -0.2454
C -3.17097 -3.87056 0.05990 0.8160
O -1.79191 -3.81172 0.40099 -0.2327
C -0.95304 -3.91140 -0.74673 0.3416
N -3.76679 -2.47999 1.95325 0.3420
H -6.05194 -3.70387 2.03535 0.4227
H -5.82227 -5.01239 0.90475 0.4341
H -5.81284 -3.36224 0.33221 0.0941
H -3.57958 -4.55417 2.05421 0.3170
H -3.40509 -3.01345 -0.58149 -1.1791
H -3.48448 -4.74676 -0.51583 0.6922
H -1.03421 -4.85284 -1.29812 0.3490
H 0.07851 -3.92835 -0.40075 -0.6823
H -1.14274 -3.06493 -1.40787 -0.2100
H -4.27591 -1.86377 1.30256 -0.1330
H -4.34359 -2.42774 2.79177 0.2207
C 2.47724 -0.64219 2.34200 0.7450
C 2.26056 -2.16186 2.42967 0.1572
C 1.83038 -2.64245 3.79934 -1.4121
O 0.61255 -2.00261 4.18644 0.4066
C 0.31460 -2.22475 5.55808 -0.8962
N 1.21227 -2.54460 1.45661 -0.1222
H 2.65649 -0.37754 1.30013 -0.7478
H 3.26151 -0.31401 3.01840 -0.3178
H 1.51389 -0.17361 2.56457 -0.2499
H 3.20388 -2.62186 2.11954 0.3210
H 2.60114 -2.57157 4.57115 0.5970
H 1.66494 -3.72954 3.73756 0.5064
H -0.70279 -1.85900 5.70834 0.0930
H 0.96258 -1.66751 6.23437 0.2098
H 0.27432 -3.29115 5.79637 0.4133
H 1.52268 -3.47209 1.15532 0.2325
H 1.35601 -2.02431 0.59114 -0.9767
C -7.22181 -2.24889 -2.66775 -1.0182
C -6.26233 -2.50691 -3.81070 0.2630
C -4.81381 -2.45983 -3.38323 -0.1054
O -4.49562 -1.14491 -2.93372 -0.4165
C -3.10288 -0.89562 -2.96173 0.7346
N -6.58814 -3.82773 -4.37312 -0.7595
H -7.00261 -2.92771 -1.84075 0.0800
H -8.25619 -2.41675 -2.96805 0.4860
H -7.18633 -1.19996 -2.36920 0.1397
H -6.37773 -1.83206 -4.66358 0.3085
H -4.17204 -2.76119 -4.21470 0.4162
H -4.72307 -3.16331 -2.54246 -0.2392
H -2.95728 0.17421 -2.82787 -0.5727
H -2.58052 -1.20779 -3.87094 0.0291
H -2.61430 -1.47935 -2.16541 -0.2840
H -6.61287 -4.51910 -3.62877 0.2568
H -5.91171 -4.16026 -5.05101 0.2841
C 5.92026 0.45636 4.33510 -0.8089
C 6.79374 0.36697 3.09037 0.6199
C 6.23953 1.22059 1.94774 -1.1058
O 4.97258 0.71385 1.58630 0.0768
C 4.43973 1.21891 0.37066 -0.3455
N 8.20680 0.68154 3.35779 -0.7904
H 6.40784 -0.07168 5.15354 0.4708
H 4.95476 0.01682 4.07113 -0.2162
H 5.71909 1.48511 4.64358 0.2046
H 6.78769 -0.66394 2.72793 0.2518
H 6.96570 1.19675 1.13002 0.3279
H 6.11329 2.25698 2.28597 0.3240
H 4.06241 2.23861 0.47749 0.0913
H 3.52759 0.62946 0.23892 -0.0904
H 5.13263 0.98769 -0.43793 0.4346
H 8.24167 1.53230 3.91356 0.2814
H 8.63841 -0.01521 3.95253 0.2862
C 6.45294 -3.39651 -6.69295 -1.6544
C 5.69768 -2.42766 -5.80780 0.3801
C 4.23701 -2.29832 -6.25553 -0.8108
O 3.56489 -1.28907 -5.49806 0.3570
C 3.97732 0.03048 -5.80739 -0.8969
N 5.66260 -2.96531 -4.43123 -0.8074
H 7.37461 -3.63331 -6.16224 0.3807
H 6.66839 -3.04978 -7.70451 0.4241
H 5.87200 -4.30706 -6.86118 0.3032
H 6.08748 -1.41286 -5.74139 0.4778
H 3.74017 -3.24884 -6.06515 0.0949
H 4.22632 -2.01625 -7.31695 0.4221
H 4.97764 0.25796 -5.43964 0.3028
H 3.28148 0.69474 -5.28938 0.1218
H 3.80909 0.19067 -6.87666 0.3414
H 5.18243 -3.86985 -4.41758 0.4055
H 5.00473 -2.35785 -3.94418 0.3193
C 2.42225 4.89042 1.07275 -0.7586
C 1.32208 5.53166 1.89582 0.1904
C -0.03179 4.85178 1.78551 1.6368
O -1.07385 5.68648 2.23674 -0.5354
C -2.28950 4.99257 2.13655 -0.0121
N 1.76301 5.85380 3.24041 -0.6696
H 2.50622 3.81709 1.30066 -0.3754
H 3.42172 5.26353 1.28362 0.5153
H 2.14318 4.89230 0.01825 0.3844
H 1.21044 6.52104 1.43146 0.0796
H -0.01646 3.86803 2.27133 -0.6643
H -0.25918 4.62054 0.73409 -0.4218
H -2.30435 4.18686 2.88810 0.1836
H -2.43582 4.51261 1.16598 -0.4363
H -3.14549 5.60029 2.42774 0.4953
H 1.09139 6.24420 3.88715 0.3409
H 2.10468 5.01228 3.70710 0.0431
C -5.71100 0.65885 1.82879 -1.6940
C -5.80152 0.46257 0.31777 -0.0652
C -5.48039 1.73326 -0.45573 0.5658
O -6.28819 2.80198 -0.04549 -0.4260
C -5.66104 4.05680 -0.18366 -0.3031
N -4.86908 -0.59390 -0.02712 0.2572
H -6.31896 1.50815 2.15250 0.6854
H -4.71014 0.91093 2.18950 0.0516
H -6.04261 -0.19471 2.42085 0.3063
H -6.83016 0.17279 0.09318 0.4135
H -5.65553 1.48820 -1.51551 0.3290
H -4.40347 1.93906 -0.40079 -0.5074
H -4.89370 4.24756 0.57133 0.0997
H -6.43102 4.82457 -0.21356 0.4209
H -5.14014 4.15313 -1.14355 0.0366
H -4.90308 -0.85562 -1.00927 -0.3272
H -3.90154 -0.44560 0.24894 -0.1479
C 2.11864 2.34137 7.69954 -1.0095
C 3.49543 2.70408 7.12846 0.8613
C 3.30483 3.87181 6.13041 -0.9854
O 2.38522 3.59757 5.10854 -0.3951
C 2.87812 2.66998 4.16761 -0.0958
N 4.32122 3.19488 8.23541 -0.7716
H 1.52347 1.72885 7.00960 -0.1175
H 1.49593 3.21081 7.91441 0.2941
H 2.20316 1.72132 8.59391 0.4512
H 3.95421 1.84929 6.63416 -0.0965
H 4.29455 4.08590 5.70450 0.3785
H 3.04658 4.77526 6.68320 0.5606
H 3.21618 1.71111 4.57530 0.4167
H 3.77956 3.08742 3.70320 0.4446
H 2.14863 2.40331 3.40527 -0.4638
H 4.33596 2.57082 9.03620 0.3022
H 3.83535 3.98255 8.66298 0.2832
```

## Properties
E_LUMO in eV: -2.6
HOMO in Ha: -0.370
Net charge: +1
F_max in eV/A: 2.7
ΔE to the lowest compared entry with this formula, charge and spin in eV: 0.998
Frontier orbital gap in eV: 7.5
Calculated total energy in Ha: -4104.43375
Spin multiplicity: 1